Model 1:
Computed, not measured: 2 unconnected molecules or ions with the total composition C5H16N2O, with the ωB97M-V functional and the def2-TZVPD basis.

CARTESIAN COORDINATES (ANGSTROEM)
1 C -0.12 -0.75 0.37
2 N -1.27 -0.13 -0.27
3 C -1.77 -0.99 -1.35
4 C -2.27 0.19 0.72
5 C 1.13 -0.83 -0.49
6 C 2.24 0.09 -0.04
7 N 1.58 -2.26 -0.51
8 H -0.38 -1.76 0.72
9 H 0.11 -0.19 1.28
10 H -1.09 -0.91 -2.19
11 H -1.82 -2.07 -1.14
12 H -2.75 -0.61 -1.62
13 H -2.03 1.11 1.25
14 H -2.45 -0.62 1.43
15 H -3.24 0.27 0.21
16 H 0.96 -0.59 -1.54
17 H 2.37 0.17 1.05
18 H 3.23 -0.18 -0.41
19 H 2.02 1.14 -0.28
20 H 2.02 -2.43 0.39
21 H 2.30 -2.36 -1.21
22 H 0.76 5.07 0.72
23 H -0.23 4.17 1.44
24 O 0.69 4.48 1.48

SMILES: C[C@@H](N)CN(C)C.O
2S+1: 1
E_LUMO in hartree: 0.030

---

Model 2:
Computed, not measured: 2 unconnected molecules or ions with the total composition C5H16N2O, with the ωB97M-V functional and the def2-TZVPD basis.

CARTESIAN COORDINATES (ANGSTROEM)
1 N 2.26 2.10 -1.04
2 C 1.99 0.73 -1.52
3 C 0.77 0.31 -0.76
4 N 0.77 -1.16 -0.89
5 C -0.29 -1.82 -0.08
6 C -1.70 -1.14 -0.35
7 C -2.73 -2.09 0.18
8 H 2.73 2.14 -0.10
9 H 1.48 2.69 -0.92
10 H 2.83 0.04 -1.58
11 H 1.72 0.79 -2.59
12 H -0.09 0.77 -1.34
13 H 0.83 0.57 0.25
14 H 0.66 -1.45 -1.82
15 H -0.32 -2.87 -0.32
16 H -0.06 -1.57 1.00
17 H -1.77 -0.15 0.12
18 H -1.91 -0.85 -1.33
19 H -2.74 -1.55 1.16
20 H -3.63 -2.32 -0.44
21 H -2.33 -3.07 0.28
22 H -0.16 3.09 4.26
23 H 0.95 3.75 3.55
24 O 0.74 3.05 4.30

SMILES: CCCNCCN.O
2S+1: 1
E_LUMO in hartree: 0.018

---

Stability summary: most stable model 1, least stable model 2.

---

Model 1:
Computed, not measured: 2 unconnected molecules or ions with the total composition C5H16N2O, with the ωB97M-V functional and the def2-TZVPD basis.

CARTESIAN COORDINATES (ANGSTROEM)
1 N 1.39 1.72 -0.13
2 C 1.83 -2.03 -0.02
3 C 1.40 -0.70 -0.60
4 C 0.95 0.43 0.38
5 C -0.56 0.35 0.53
6 N -1.05 -0.88 1.17
7 C -2.50 -0.88 1.31
8 H 0.73 2.12 -0.79
9 H 1.37 2.36 0.66
10 H 1.15 -2.56 0.67
11 H 2.05 -2.79 -0.80
12 H 2.79 -2.13 0.49
13 H 2.33 -0.26 -0.98
14 H 0.64 -0.77 -1.38
15 H 1.44 0.24 1.34
16 H -0.92 1.20 1.13
17 H -1.01 0.53 -0.48
18 H -0.83 -1.54 0.42
19 H -2.89 -0.43 2.22
20 H -2.98 -0.48 0.40
21 H -2.80 -1.93 1.40
22 H -1.27 3.42 -2.20
23 H -0.79 2.06 -2.36
24 O -0.45 2.96 -2.39

SMILES: CC[C@@H](N)CNC.O
2S+1: 1
E_LUMO in hartree: 0.022

---

Model 2:
Computed, not measured: 2 unconnected molecules or ions with the total composition C5H16N2O, with the ωB97M-V functional and the def2-TZVPD basis.

CARTESIAN COORDINATES (ANGSTROEM)
1 C -0.52 -1.13 2.51
2 C 0.19 -0.80 1.21
3 C -0.68 -1.03 -0.03
4 C -0.67 -0.21 -1.28
5 C 1.74 0.00 -1.79
6 N 0.48 -0.51 -2.22
7 N 0.52 0.71 1.21
8 H 0.09 -0.92 3.36
9 H -0.79 -2.15 2.41
10 H -1.46 -0.53 2.64
11 H 1.11 -1.36 1.00
12 H -0.38 -2.01 -0.60
13 H -1.72 -1.44 0.13
14 H -1.67 -0.19 -1.80
15 H -0.50 0.87 -1.23
16 H 2.41 -0.14 -2.70
17 H 1.94 1.05 -1.51
18 H 2.19 -0.65 -1.03
19 H 0.42 0.03 -3.09
20 H 0.89 1.10 2.09
21 H 1.13 0.90 0.41
22 H -1.47 2.72 0.88
23 H -1.67 3.25 -0.54
24 O -1.57 2.43 -0.03

SMILES: CNCC[C@H](C)N.O
2S+1: 1
E_LUMO in hartree: 0.030

---

Model 3:
Computed, not measured: 4 unconnected molecules or ions with the total composition C5H16N2O, with the ωB97M-V functional and the def2-TZVPD basis.

CARTESIAN COORDINATES (ANGSTROEM)
1 N -3.81 3.59 -1.39
2 C -0.80 -0.11 1.01
3 C -0.70 -0.16 -0.48
4 C -1.87 0.30 1.70
5 N 2.72 -1.78 1.04
6 C 3.90 -1.00 1.12
7 C 2.65 -2.69 -0.05
8 H -3.49 4.38 -1.93
9 H -3.60 3.68 -0.41
10 H 0.04 -0.50 1.60
11 H -1.76 0.20 -0.87
12 H -0.41 -1.17 -0.80
13 H 0.01 0.57 -0.86
14 H -2.53 0.88 1.06
15 H -1.85 0.43 2.77
16 H 3.92 -0.31 0.26
17 H 3.96 -0.40 2.02
18 H 4.83 -1.58 1.03
19 H 2.66 -1.75 -0.68
20 H 1.66 -3.14 -0.11
21 H 3.42 -3.46 -0.14
22 H -3.49 2.68 -1.73
23 H -2.74 0.34 -2.43
24 O -2.70 0.99 -1.72

2S+1: 1
E_LUMO in hartree: -0.163

---

Stability summary: most stable model 1, least stable model 3.

---

Model 1:
Computed, not measured: 3 unconnected molecules or ions with the total composition C5H16N2O, with the ωB97M-V functional and the def2-TZVPD basis.

CARTESIAN COORDINATES (ANGSTROEM)
1 C 0.60 0.15 -0.56
2 N 2.03 0.31 -0.15
3 C 2.77 -0.83 -0.60
4 C -0.18 1.34 -0.16
5 C -0.41 1.24 1.34
6 C -0.99 -0.13 1.66
7 N -2.04 -0.55 0.73
8 H 0.53 -0.01 -1.66
9 H 0.07 -0.69 0.09
10 H 2.38 1.11 -0.67
11 H 2.35 -1.72 -0.13
12 H 2.82 -1.02 -1.70
13 H 3.88 -0.64 -0.28
14 H 0.03 2.36 -0.59
15 H -1.20 1.03 -0.50
16 H 0.46 1.50 1.94
17 H -1.24 1.97 1.48
18 H -1.38 -0.08 2.67
19 H -0.09 -0.83 1.68
20 H -1.05 -1.23 -0.07
21 H -2.33 -1.47 1.13
22 H -1.94 -0.53 -1.19
23 H -2.81 -1.01 -2.36
24 O -2.27 -0.25 -2.08

2S+1: 1
E_LUMO in hartree: 0.018

---

Model 2:
Computed, not measured: 2 unconnected molecules or ions with the total composition C5H16N2O, with the ωB97M-V functional and the def2-TZVPD basis.

CARTESIAN COORDINATES (ANGSTROEM)
1 C 0.03 0.44 2.25
2 N -0.46 -0.83 1.74
3 C -1.57 -0.73 0.76
4 C -1.16 -0.83 -0.72
5 C -1.29 0.49 -1.51
6 N -1.91 0.35 -2.83
7 C 1.06 1.18 1.42
8 H 0.40 0.32 3.27
9 H -0.80 1.13 2.44
10 H 0.33 -1.29 1.30
11 H -2.28 -1.51 1.03
12 H -2.08 0.22 0.96
13 H -0.11 -1.15 -0.77
14 H -1.76 -1.61 -1.20
15 H -1.85 1.21 -0.91
16 H -0.29 0.91 -1.68
17 H -1.22 0.44 -3.57
18 H -2.34 -0.55 -2.92
19 H 0.64 1.41 0.44
20 H 1.36 2.11 1.89
21 H 2.05 0.73 1.36
22 H 5.07 -0.09 -0.97
23 H 3.93 0.40 -0.11
24 O 4.18 -0.32 -0.70

SMILES: CCNCCCN.O
2S+1: 1
E_LUMO in hartree: 0.027

---

Stability summary: most stable model 2, least stable model 1.